{"formula": "C44H59N5O6", "method": "ωB97M-V/def2-TZVPD", "symbols": ["C", "C", "O", "C", "N", "N", "C", "O", "O", "C", "C", "O", "H", "H", "H", "H", "H", "H", "H", "H", "H", "H", "C", "C", "C", "C", "C", "C", "C", "C", "C", "C", "C", "C", "C", "C", "N", "C", "C", "C", "C", "C", "C", "N", "O", "O", "C", "C", "N", "C", "C", "C", "C", "C", "C", "C", "C", "C", "C", "C", "C", "C", "C", "C", "C", "H", "H", "H", "H", "H", "H", "H", "H", "H", "H", "H", "H", "H", "H", "H", "H", "H", "H", "H", "H", "H", "H", "H", "H", "H", "H", "H", "H", "H", "H", "H", "H", "H", "H", "H", "H", "H", "H", "H", "H", "H", "H", "H", "H", "H", "H", "H", "H", "H"], "positions_angstrom": [[-4.279, 4.911, 4.915], [-3.159, 3.911, 5.028], [-1.906, 4.660, 5.128], [-0.838, 3.844, 5.153], [0.328, 4.650, 4.900], [1.419, 4.225, 5.386], [2.228, 5.348, 5.876], [2.178, 6.486, 5.446], [3.031, 4.909, 6.858], [4.023, 5.937, 7.229], [4.499, 5.754, 8.650], [-0.898, 2.635, 5.315], [-5.219, 4.379, 4.758], [-4.382, 5.510, 5.825], [-4.127, 5.587, 4.070], [-3.268, 3.270, 5.916], [-3.092, 3.284, 4.125], [4.843, 5.832, 6.499], [3.553, 6.924, 7.116], [5.338, 6.434, 8.816], [3.713, 6.046, 9.354], [4.831, 4.737, 8.876], [-2.834, 1.119, -2.225], [-2.014, 2.267, -1.669], [-1.099, 2.803, -2.779], [-2.998, 3.386, -1.298], [-1.176, 1.929, -0.394], [-0.383, 2.997, 0.053], [0.276, 2.939, 1.272], [0.106, 1.833, 2.094], [-0.627, 0.710, 1.715], [-0.911, -0.324, 2.859], [-0.649, -1.780, 2.511], [-2.348, -0.093, 3.330], [0.017, -0.098, 4.071], [-1.146, 0.715, 0.351], [-1.304, -0.510, -0.381], [-0.481, -0.868, -1.442], [0.387, 0.006, -2.053], [1.063, -0.237, -3.308], [0.361, -0.673, -4.468], [1.062, -1.196, -5.536], [2.470, -1.250, -5.431], [3.079, -2.414, -5.978], [4.297, -2.627, -5.791], [2.313, -3.227, -6.553], [3.183, -0.511, -4.464], [2.467, -0.011, -3.395], [-0.587, -2.238, -1.588], [0.276, -3.104, -2.355], [1.679, -3.188, -2.073], [2.395, -2.904, -0.692], [3.909, -2.719, -0.879], [2.117, -4.085, 0.252], [1.940, -1.648, 0.017], [2.482, -3.785, -3.058], [1.942, -4.715, -3.942], [0.574, -4.895, -3.951], [-0.271, -3.934, -3.367], [-1.693, -3.939, -4.022], [-1.505, -3.981, -5.556], [-2.563, -2.728, -3.749], [-2.423, -5.214, -3.587], [-1.645, -2.661, -0.788], [-2.117, -1.596, -0.109], [-3.567, 0.754, -1.496], [-3.380, 1.475, -3.113], [-2.195, 0.294, -2.554], [-0.623, 3.751, -2.503], [-0.315, 2.080, -3.016], [-1.680, 2.977, -3.694], [-2.484, 4.280, -0.929], [-3.596, 3.679, -2.171], [-3.689, 3.039, -0.522], [-0.309, 3.912, -0.540], [0.915, 3.760, 1.604], [0.558, 1.882, 3.082], [0.363, -1.896, 2.110], [-0.716, -2.397, 3.421], [-1.372, -2.198, 1.813], [-2.399, 0.860, 3.872], [-3.044, -0.047, 2.485], [-2.676, -0.886, 4.014], [-0.213, 0.825, 4.621], [-0.095, -0.920, 4.791], [1.068, -0.091, 3.754], [0.629, 0.892, -1.471], [-0.725, -0.582, -4.506], [0.577, -1.604, -6.419], [4.262, -0.416, -4.554], [2.964, 0.512, -2.575], [4.119, -1.980, -1.665], [4.356, -2.330, 0.048], [4.420, -3.657, -1.120], [1.039, -4.182, 0.443], [2.486, -5.030, -0.166], [2.612, -3.924, 1.221], [0.892, -1.704, 0.304], [2.520, -1.511, 0.944], [2.102, -0.760, -0.600], [3.559, -3.601, -3.088], [2.595, -5.309, -4.584], [0.137, -5.723, -4.517], [-1.131, -4.949, -5.913], [-2.457, -3.793, -6.071], [-0.801, -3.201, -5.879], [-2.939, -2.696, -2.725], [-2.019, -1.806, -3.976], [-3.445, -2.766, -4.408], [-2.545, -5.248, -2.498], [-3.422, -5.260, -4.037], [-1.882, -6.117, -3.892], [-1.943, -3.696, -0.779], [-2.947, -1.516, 0.575]], "mulliken_charge": [-1.4064, 0.1910, -0.3452, 0.6298, 0.0703, -0.0921, 0.5812, -0.5127, -0.3201, -0.1854, -1.1642, -0.6181, 0.4015, 0.3413, 0.3287, 0.3183, 0.0680, 0.2705, 0.3429, 0.3696, 0.2992, 0.3194, -1.5934, 2.7791, -1.6397, -1.9595, -0.3809, -0.7562, -2.1862, -0.3540, 0.1035, 2.7831, -2.0449, -1.7195, -1.9501, 0.8054, 1.2203, -0.3157, -1.6331, 0.0087, 0.4774, -0.5084, -0.5078, 1.0611, -0.6679, -0.6133, -0.8415, -0.5948, 1.8262, -1.1187, 0.0741, 2.6235, -2.0801, -1.9364, -0.3637, 0.3053, -1.3930, -0.6223, 0.4133, 2.1219, -1.4805, -1.6957, -1.7485, -1.1574, -1.4509, 0.2309, 0.5722, 0.1292, 0.3714, 0.2323, 0.4644, 0.3431, 0.4836, 0.3966, 0.3731, 0.4001, 0.7886, 0.5509, 0.5959, 0.4332, 0.1430, 0.2652, 0.4285, 0.2056, 0.4157, 0.4772, 1.0245, 0.7022, 0.6093, 0.4287, 0.4762, 0.3673, 0.4238, 0.4419, 0.3083, 0.3950, 0.4444, -1.5278, 0.9457, -0.0475, 0.4676, 0.3350, 0.3945, 0.3841, 0.4434, 0.1191, 0.2773, 0.1450, 0.6052, 0.2738, 0.4422, 0.3282, 0.5716, 0.7440], "spin_multiplicity": 1, "e_homo_ev": -6.6, "e_lumo_ev": -1.8, "de_lowest_ev": 0.000, "max_force_ha_per_bohr": 0.0620, "total_charge": 0, "gap_ha": 0.1737, "total_energy_ev": -66313.83508}